# 1
C7H7IOS | ωB97M-V/def2-TZVPD

XYZ file:
```
17
Properties=species:S:1:pos:R:3:forces:R:3
C 1.608899 -1.049507 -0.641140 1.41 0.73 0.72
C 0.820699 -2.164110 -0.471763 -1.98 1.52 1.05
C 1.176158 0.230724 -0.365773 -2.34 0.62 1.08
C -0.488510 -2.018545 0.034322 1.24 -0.24 -0.67
C -0.224974 0.395465 0.097406 2.20 1.39 -1.11
C -0.903624 -0.750266 0.247373 -0.82 0.11 0.22
C -0.895158 1.773567 0.171970 1.54 0.15 0.82
O -4.139781 -1.472903 -0.735018 -0.20 -1.41 -1.17
S -4.042722 -0.266527 0.041970 0.42 1.14 1.15
I -4.675890 -0.826960 2.326668 0.04 0.13 0.01
H 2.691711 -1.180695 -0.722935 -0.35 -0.09 -0.62
H 1.250871 -3.092520 -0.541256 0.79 -2.20 -0.39
H 1.869312 1.096158 -0.375568 -0.65 -0.60 -0.17
H -1.111286 -2.842114 0.275591 -0.39 -0.80 0.03
H -1.466023 1.844794 -0.760672 -0.34 0.37 0.52
H -1.475038 1.946725 1.143042 0.59 -0.30 -1.62
H -0.045957 2.519865 0.108060 -1.16 -0.51 0.16
```
Forces are in eV/Å.

The calculation puts the largest force on an atom at 2.8 eV/A. For the energy, the calculation gives -1041.92410 Ha. The frontier orbital gap (alpha / beta) comes out at 8.12 / 7.44 eV. The calculation puts the relative energy (zero: lowest compared OMol25 entry of this formula, charge and spin) at 0.516 eV. Its net charge is 0. The LUMO energy (alpha / beta) is -0.77 / -1.38 eV.

***

# 2
C7H7IrN3O5SSe | ωB97M-V/def2-TZVPD

XYZ file:
```
25
Properties=species:S:1:pos:R:3:forces:R:3
Ir 0.265521 0.566851 0.187600 -0.30 0.12 -0.28
O 0.828089 1.807407 -1.607413 0.00 0.32 0.15
N -0.168205 1.785246 -2.453109 0.21 0.19 0.50
C -1.017924 2.832341 -2.470012 -0.10 0.17 0.02
C -2.083801 2.868517 -3.331356 0.06 -0.09 0.00
C -2.302189 1.778281 -4.171402 -0.04 0.05 0.01
C -1.449593 0.701012 -4.099840 -0.06 0.09 0.08
C -0.361841 0.703810 -3.221187 -0.37 -0.48 -0.93
S 0.796870 -0.573315 -3.258044 0.20 -0.16 0.50
H -0.763454 3.594552 -1.750051 -0.03 0.02 -0.02
H -2.744700 3.722090 -3.318456 0.00 0.02 0.00
H -3.143514 1.762553 -4.850545 -0.01 0.02 0.00
H -1.601972 -0.180281 -4.703209 0.01 -0.03 -0.01
O -2.474323 -0.032038 -0.344989 0.05 0.04 -0.03
N -1.580196 0.750952 -0.242213 0.22 -0.08 0.05
Se 0.909181 -1.336746 -1.091048 -0.09 -0.19 -0.14
C 0.325012 -1.767351 2.153335 0.05 0.10 0.00
C -0.224133 -0.383343 1.859134 0.15 -0.36 -0.09
O -0.922055 0.179677 2.672697 -0.11 0.21 0.05
H 0.054094 -2.085260 3.160512 -0.02 0.00 0.00
H 1.409771 -1.750944 2.036336 0.04 0.01 -0.01
H -0.078138 -2.461933 1.415769 -0.04 -0.07 -0.05
O 3.143367 0.496424 1.277203 -0.02 0.05 0.00
N 2.114172 1.122552 1.062371 -0.02 0.02 0.06
O 1.988855 2.294900 1.448858 0.21 0.05 0.12
```
Forces are in eV/Å.

The calculation puts the largest force on an atom at 1.1 eV/A. For the energy, the calculation gives -3715.25628 Ha. The frontier orbital gap (alpha / beta) comes out at 6.33 / 6.34 eV. The calculation puts the relative energy (zero: lowest compared OMol25 entry of this formula, charge and spin) at 0.000 eV. Its net charge is -1. The LUMO energy (alpha / beta) is 2.46 / 2.46 eV.

***

# 3
C7H7IrN5Se4 | ωB97M-V/def2-TZVPD

XYZ file:
```
24
Properties=species:S:1:pos:R:3:forces:R:3
Ir -0.601168 0.302268 -1.285298 0.60 -0.25 0.16
N 2.323211 -1.187600 1.294774 -0.03 0.03 0.03
C 3.267094 -0.840913 0.355266 0.01 -0.06 -0.04
C 2.582794 -0.326320 -0.701904 0.01 0.02 0.04
N 1.244224 -0.349600 -0.412310 -0.10 -0.02 0.01
C 1.115053 -0.872092 0.798340 0.02 0.01 -0.05
C -0.229591 -0.961419 1.330720 -0.01 -0.04 0.01
N -1.205420 -0.510332 0.557738 -0.03 -0.05 0.04
C -2.376677 -0.646060 1.253065 -0.02 0.05 0.04
C -2.094830 -1.187623 2.468867 -0.02 -0.08 -0.05
N -0.732859 -1.392483 2.498286 0.05 0.08 0.04
H 2.521639 -1.602081 2.190478 0.00 0.01 0.00
H 4.317986 -0.993846 0.519611 0.01 -0.01 0.00
H 2.958594 0.055487 -1.633623 0.01 0.03 0.00
H -3.319080 -0.341539 0.833568 -0.01 0.02 -0.03
H -2.726989 -1.447933 3.297880 -0.01 -0.01 0.00
H -0.221601 -1.780032 3.274196 -0.01 0.01 -0.01
Se -2.850919 0.801641 -2.065932 -0.27 -1.08 -0.84
Se -3.292184 2.768294 -1.062357 -2.46 0.52 0.78
Se -1.401874 3.841154 -1.530898 0.69 1.51 -1.01
Se -0.291383 2.438805 -0.207303 1.53 -0.71 0.83
N 0.390125 1.406809 -3.969857 -0.01 -0.04 0.10
C 0.018411 0.993253 -2.956724 0.08 0.06 -0.02
H 0.605444 1.832161 -4.846584 -0.01 0.02 -0.04
```
Forces are in eV/Å.

The calculation puts the largest force on an atom at 2.6 eV/A. For the energy, the calculation gives -10254.65164 Ha. The frontier orbital gap comes out at 5.59 eV. Its net charge is +1. The LUMO energy is -4.59 eV.

***

Among the records above, which one has the highest energy? C7H7IOS

***

What did the first record say?
C7H7IOS | ωB97M-V/def2-TZVPD

XYZ file:
```
17
Properties=species:S:1:pos:R:3:forces:R:3
C 1.608899 -1.049507 -0.641140 1.41 0.73 0.72
C 0.820699 -2.164110 -0.471763 -1.98 1.52 1.05
C 1.176158 0.230724 -0.365773 -2.34 0.62 1.08
C -0.488510 -2.018545 0.034322 1.24 -0.24 -0.67
C -0.224974 0.395465 0.097406 2.20 1.39 -1.11
C -0.903624 -0.750266 0.247373 -0.82 0.11 0.22
C -0.895158 1.773567 0.171970 1.54 0.15 0.82
O -4.139781 -1.472903 -0.735018 -0.20 -1.41 -1.17
S -4.042722 -0.266527 0.041970 0.42 1.14 1.15
I -4.675890 -0.826960 2.326668 0.04 0.13 0.01
H 2.691711 -1.180695 -0.722935 -0.35 -0.09 -0.62
H 1.250871 -3.092520 -0.541256 0.79 -2.20 -0.39
H 1.869312 1.096158 -0.375568 -0.65 -0.60 -0.17
H -1.111286 -2.842114 0.275591 -0.39 -0.80 0.03
H -1.466023 1.844794 -0.760672 -0.34 0.37 0.52
H -1.475038 1.946725 1.143042 0.59 -0.30 -1.62
H -0.045957 2.519865 0.108060 -1.16 -0.51 0.16
```
Forces are in eV/Å.

The calculation puts the largest force on an atom at 2.8 eV/A. For the energy, the calculation gives -1041.92410 Ha. The frontier orbital gap (alpha / beta) comes out at 8.12 / 7.44 eV. The calculation puts the relative energy (zero: lowest compared OMol25 entry of this formula, charge and spin) at 0.516 eV. Its net charge is 0. The LUMO energy (alpha / beta) is -0.77 / -1.38 eV.

***

The lowest energy belongs to which entry? C7H7IrN5Se4

***

Which value of net charge does entry 3 give? +1